11
Properties=species:S:1:pos:R:3:mulliken_charge:R:1 method="wB97M-V/def2-TZVPD" orbital_gap_ev=10.36 e_lumo_ev=0.86 e_above_lowest_kj_mol=300.2 e_homo_ev=-9.50
C 1.8454 -1.0959 -1.1659 -0.703
C 0.7391 -0.9008 -0.4047 0.140
C -1.6899 0.4224 0.7711 -0.065
O -2.0689 1.1480 -0.1967 -0.177
O -1.1543 1.2545 1.6485 -0.390
F 0.8356 -0.4070 0.8352 -0.226
H 2.7397 -0.8113 -0.6585 0.274
H 1.7026 -1.4544 -2.1977 0.243
H -0.3494 -0.9202 -0.7014 0.286
H -1.9182 2.0517 -0.1634 0.246
H -0.6818 0.7128 2.2336 0.373